{"formula": "C63H139N7O10", "method": "ωB97M-V with the def2-TZVPD basis set", "symbols": ["C", "C", "C", "C", "C", "C", "C", "C", "C", "N", "O", "H", "H", "H", "H", "H", "H", "H", "H", "H", "H", "H", "H", "H", "H", "H", "H", "H", "H", "H", "C", "C", "C", "C", "C", "C", "C", "C", "C", "N", "O", "H", "H", "H", "H", "H", "H", "H", "H", "H", "H", "H", "H", "H", "H", "H", "H", "H", "H", "H", "C", "C", "C", "C", "C", "C", "C", "C", "C", "N", "O", "H", "H", "H", "H", "H", "H", "H", "H", "H", "H", "H", "H", "H", "H", "H", "H", "H", "H", "H", "C", "C", "C", "C", "C", "C", "C", "C", "C", "N", "O", "H", "H", "H", "H", "H", "H", "H", "H", "H", "H", "H", "H", "H", "H", "H", "H", "H", "H", "H", "C", "C", "C", "C", "C", "C", "C", "C", "C", "N", "O", "H", "H", "H", "H", "H", "H", "H", "H", "H", "H", "H", "H", "H", "H", "H", "H", "H", "H", "H", "C", "C", "C", "C", "C", "C", "C", "C", "C", "N", "O", "H", "H", "H", "H", "H", "H", "H", "H", "H", "H", "H", "H", "H", "H", "H", "H", "H", "H", "H", "C", "C", "C", "C", "C", "C", "C", "C", "C", "N", "O", "H", "H", "H", "H", "H", "H", "H", "H", "H", "H", "H", "H", "H", "H", "H", "H", "H", "H", "H", "O", "H", "H", "O", "H", "H", "O", "H", "H"], "positions_angstrom": [[0.5935, 7.4712, -22.0379], [1.4480, 8.4285, -22.9965], [2.3138, 7.4729, -23.8658], [0.5587, 9.3898, -23.8887], [1.4036, 10.5602, -24.4737], [2.1890, 11.2393, -23.3497], [3.1505, 10.2842, -22.6039], [4.3304, 9.7609, -23.3948], [3.6939, 11.1705, -21.4420], [2.3053, 9.1933, -22.0807], [2.9325, 8.4564, -21.1300], [1.0795, 6.8160, -21.3149], [-0.2245, 7.8662, -21.4355], [0.1183, 6.7167, -22.6648], [1.8688, 6.5730, -24.2905], [2.7213, 8.0541, -24.6931], [3.1651, 7.1142, -23.2874], [0.1604, 8.7272, -24.6571], [-0.3549, 9.6865, -23.3735], [2.0183, 10.2743, -25.3273], [0.8507, 11.4244, -24.8418], [1.4806, 11.7208, -22.6755], [2.7116, 12.0973, -23.7726], [5.3215, 10.2103, -23.3326], [4.1380, 9.7483, -24.4676], [4.5692, 8.7389, -23.1006], [4.2528, 12.0331, -21.8049], [4.3428, 10.5622, -20.8119], [2.9191, 11.6494, -20.8433], [2.5680, 8.6959, -20.2748], [23.0667, 22.8454, -15.0764], [23.9435, 24.1880, -15.1131], [23.0721, 25.1608, -15.8866], [24.0169, 24.6824, -13.6587], [25.0699, 24.0274, -12.7732], [26.3867, 24.0785, -13.5192], [26.3478, 23.2338, -14.8359], [27.7064, 23.3244, -15.5931], [26.2665, 21.7097, -14.5488], [25.3020, 23.8990, -15.6834], [25.2326, 23.3321, -16.9891], [23.4146, 22.2964, -15.9514], [23.1963, 22.3328, -14.1232], [22.0221, 23.1217, -15.2195], [23.6397, 26.0338, -16.2086], [22.6833, 24.7109, -16.8001], [22.1947, 25.5117, -15.3433], [24.2230, 25.7397, -13.4925], [23.1202, 24.3469, -13.1376], [25.2136, 24.5220, -11.8126], [24.7849, 23.0543, -12.3732], [27.1376, 23.7436, -12.8036], [26.6187, 25.0985, -13.8256], [27.6427, 22.9102, -16.5993], [28.5374, 22.7658, -15.1624], [28.2017, 24.2918, -15.6757], [27.1961, 21.4799, -14.0281], [26.0622, 20.9632, -15.3164], [25.3788, 21.7089, -13.9163], [25.5494, 24.0542, -17.5366], [6.4907, 18.9882, -10.2977], [6.1176, 18.9448, -8.7587], [6.7018, 17.5759, -8.2135], [6.8847, 20.1050, -8.0374], [6.4443, 20.4226, -6.5486], [5.0219, 20.8707, -6.6156], [4.0926, 19.8520, -7.2605], [3.7862, 18.7698, -6.2118], [2.7053, 20.5173, -7.6044], [4.6838, 19.2085, -8.4992], [3.8467, 18.3186, -9.1990], [5.9213, 18.2206, -10.8219], [6.3654, 19.9300, -10.8319], [7.5081, 18.6893, -10.5502], [7.7324, 17.3373, -8.4763], [6.5408, 17.3895, -7.1517], [6.0919, 16.8223, -8.7116], [7.9713, 20.0292, -7.9948], [6.8753, 21.0007, -8.6584], [6.4703, 19.5527, -5.8924], [7.1423, 21.1243, -6.0919], [4.9819, 21.8655, -7.0592], [4.5877, 21.0577, -5.6334], [3.3351, 19.2168, -5.3259], [4.7036, 18.3078, -5.8469], [3.1606, 17.9326, -6.5212], [1.9233, 19.7713, -7.7463], [2.7553, 21.0050, -8.5779], [2.3347, 21.2364, -6.8738], [3.6450, 18.7986, -10.0055], [9.7333, 19.7732, -19.0479], [11.1394, 19.3310, -19.5359], [10.9618, 18.4853, -20.8613], [11.8169, 20.7038, -19.9240], [13.3482, 20.4438, -19.9224], [13.7745, 19.9352, -18.5231], [13.2907, 18.4438, -18.2710], [13.9786, 17.4959, -19.2119], [13.6009, 18.1671, -16.7420], [11.7758, 18.4888, -18.4457], [11.1561, 17.2598, -18.3479], [9.7002, 20.3084, -18.0989], [9.3986, 20.4539, -19.8306], [9.1056, 18.9136, -18.8126], [10.3847, 19.0664, -21.5805], [11.7987, 18.0733, -21.4252], [10.4727, 17.5288, -20.6769], [11.5074, 21.0616, -20.9060], [11.5109, 21.4136, -19.1554], [13.5885, 19.8205, -20.7837], [13.9708, 21.3138, -20.1308], [13.3417, 20.6389, -17.8120], [14.8533, 19.9192, -18.3682], [13.6714, 16.4637, -19.0440], [15.0682, 17.4902, -19.2418], [13.7004, 17.4781, -20.2656], [13.4060, 17.0989, -16.6467], [13.0761, 18.8223, -16.0467], [14.6028, 18.5526, -16.5532], [10.9189, 17.2183, -17.4186], [17.6205, 27.2108, -25.1958], [16.7198, 28.4305, -24.9984], [17.4308, 29.6218, -25.5948], [15.3221, 28.0564, -25.5760], [14.2096, 28.9747, -25.1432], [14.0601, 28.7756, -23.6746], [15.3677, 29.0250, -22.8307], [15.5636, 30.5852, -22.6720], [15.1836, 28.4462, -21.4474], [16.6015, 28.4899, -23.5409], [17.7443, 28.6673, -22.7830], [17.8094, 27.1805, -26.2689], [18.5991, 27.3218, -24.7288], [17.2110, 26.2889, -24.7828], [17.5693, 29.5356, -26.6725], [16.8156, 30.4979, -25.3899], [18.4627, 29.8539, -25.3313], [15.3700, 28.1093, -26.6636], [15.0208, 27.0487, -25.2898], [14.5467, 29.9828, -25.3844], [13.2706, 28.6704, -25.6054], [13.7120, 27.7771, -23.4102], [13.2447, 29.4543, -23.4246], [16.3052, 30.8478, -21.9175], [14.6493, 31.1374, -22.4549], [16.0174, 31.0986, -23.5197], [15.3198, 27.3659, -21.3994], [14.2233, 28.8533, -21.1308], [16.0512, 28.9646, -21.0393], [17.9504, 29.6036, -22.8325], [-0.2955, 20.1970, -18.6429], [-0.8045, 20.5983, -17.2168], [0.3312, 20.5006, -16.1825], [-1.2322, 22.1386, -17.3272], [-2.1290, 22.6068, -16.2505], [-3.2842, 21.7122, -16.1640], [-2.9548, 20.1575, -15.9039], [-2.5463, 20.0723, -14.4094], [-4.2587, 19.3096, -16.0687], [-1.9440, 19.7359, -16.8503], [-1.5997, 18.4611, -16.6463], [0.4977, 20.8201, -19.0561], [0.1550, 19.2106, -18.7534], [-1.0332, 20.1433, -19.4435], [0.8892, 19.5659, -16.2381], [1.0682, 21.2673, -16.4211], [-0.0523, 20.5508, -15.1634], [-0.3479, 22.7746, -17.3674], [-1.7852, 22.3098, -18.2508], [-1.4846, 22.6172, -15.3714], [-2.4353, 23.6385, -16.4232], [-3.7415, 21.7769, -17.1513], [-4.1200, 22.0220, -15.5366], [-1.7265, 20.7511, -14.1744], [-2.1885, 19.0830, -14.1243], [-3.3125, 20.4322, -13.7227], [-4.5362, 19.2923, -17.1226], [-5.1207, 19.7756, -15.5913], [-4.3826, 18.2606, -15.7999], [-2.1640, 17.9995, -17.2708], [10.1731, 7.0581, -15.3144], [11.0129, 6.2204, -16.3530], [10.6022, 4.7025, -16.0949], [10.6119, 6.3525, -17.9238], [11.6716, 6.9061, -18.9303], [12.3746, 8.0400, -18.2007], [13.2110, 7.5008, -16.8758], [14.6007, 6.7951, -17.4966], [13.6196, 8.6571, -15.9558], [12.4409, 6.3763, -16.2604], [13.0142, 6.1095, -14.9746], [9.3909, 6.4740, -14.8296], [10.7432, 7.4695, -14.4814], [9.6199, 7.8925, -15.7453], [9.5126, 4.6971, -16.0652], [10.9622, 4.1128, -16.9379], [11.0013, 4.1515, -15.2433], [10.0588, 5.4767, -18.2633], [9.8546, 7.1220, -18.0738], [12.4130, 6.2294, -19.3552], [11.1024, 7.2938, -19.7751], [11.7920, 8.8176, -17.7068], [13.1102, 8.5201, -18.8460], [14.4058, 6.0821, -18.2976], [15.1690, 6.2692, -16.7294], [15.3050, 7.4715, -17.9808], [14.3329, 8.4661, -15.1541], [12.7434, 9.0363, -15.4299], [14.0572, 9.3555, -16.6691], [13.3077, 5.2036, -15.0970], [20.3455, 15.7371, -15.8244], [21.0186, 15.6009, -15.1575], [20.2524, 16.6881, -15.8807], [14.1626, 13.0129, -10.6444], [14.4104, 12.5391, -9.8505], [13.9254, 12.3274, -11.2689], [17.2253, 20.9298, -9.5356], [16.6817, 20.2037, -9.8413], [17.5318, 20.6531, -8.6721]], "lumo_ev": 0.65, "smiles": "CC1(C)CCCC(C)(C)N1O.CC1(C)CCCC(C)(C)N1O.CC1(C)CCCC(C)(C)N1O.CC1(C)CCCC(C)(C)N1O.CC1(C)CCCC(C)(C)N1O.CC1(C)CCCC(C)(C)N1O.CC1(C)CCCC(C)(C)N1O.O.O.O", "relative_energy_kj_mol": 271.3}